one | ORCA calculation (ωB97M-V/def2-TZVPD) on an isolated molecule of C6H4O.

Atoms and positions in Å:
C  1.09586  1.15492  1.17089
C  1.57079  0.59020  -1.66015
C  0.58815  0.08346  -1.05207
C  -0.37485  -0.28473  -0.17819
O  -0.27685  0.22207  1.02818
C  -1.43346  -1.18609  -0.58408
C  -2.25025  -1.94291  -1.05402
H  1.86688  0.42945  1.43776
H  0.67054  1.72655  1.96898
H  1.52459  1.82432  0.38462
H  -2.98139  -2.61725  -1.46192

Values from the calculation:
LUMO = -1.22 eV
Multiplicity = 1
Total charge = 0
Highest occupied orbital energy = -9.639 eV


two | ORCA calculation (ωB97M-V/def2-TZVPD) on a structure of composition C6H4O.

Atoms and positions in Å:
C  -2.08633  -2.07592  -1.23433
C  -1.30732  -1.27775  -0.64795
C  -0.39058  -0.38491  -0.04676
C  0.96300  -0.45673  0.10659
C  1.36922  0.79216  0.65045
C  0.22815  1.52509  0.78001
O  -0.84574  0.83618  0.36461
H  -1.54763  -1.28654  -1.97984
H  1.57520  -1.30644  -0.16386
H  2.37157  1.10328  0.90495
H  0.02780  2.52416  1.13816

Values from the calculation:
LUMO = 0.34 eV
Multiplicity = 1
Total charge = 0
Highest occupied orbital energy = -9.600 eV


According to the calculations, the structures order from most to least stable as two, one.


one | ORCA calculation (ωB97M-V/def2-TZVPD) on an isolated molecule of C6H4O.

Atoms and positions in Å:
C  3.27833  0.56628  0.85836
C  2.02493  0.40076  0.96191
C  0.74841  0.12559  0.64589
C  -0.36101  1.03192  0.32669
C  -1.24440  0.32759  -0.38608
C  -0.70207  -1.05825  -0.55310
O  0.37361  -1.13126  0.37925
H  -0.21340  -1.13511  -1.53289
H  -0.36334  2.08682  0.56695
H  -2.15467  0.67937  -0.85750
H  -1.38638  -1.89372  -0.40948

Values from the calculation:
LUMO = -1.05 eV
Multiplicity = 1
Total charge = 0
Highest occupied orbital energy = -9.629 eV


two | ORCA calculation (ωB97M-V/def2-TZVPD) on an isolated molecule of C6H4O.

Atoms and positions in Å:
C  2.99905  -0.94114  0.70989
C  2.10486  -0.14869  0.85476
C  0.96706  0.74039  1.03054
O  0.59278  1.12316  2.11766
C  0.18140  0.96404  -0.16898
C  -0.84151  0.55986  -0.67300
C  -2.12735  -0.02997  -0.98922
H  3.79575  -1.64152  0.58721
H  -2.53661  0.29039  -1.94680
H  -2.81515  0.24560  -0.18426
H  -2.01334  -1.11845  -0.98862

Values from the calculation:
Structure (SMILES) = C#CC(=O)C#CC
LUMO = -0.05 eV
Multiplicity = 1
Total charge = 0
Highest occupied orbital energy = -10.126 eV


three | ORCA calculation (ωB97M-V/def2-TZVPD) on an isolated molecule of C6H4O.

Atoms and positions in Å:
C  2.99422  0.07463  0.20243
C  1.80269  0.12537  0.50626
C  0.41241  0.03672  0.45164
C  -0.53164  0.97799  0.15846
C  -1.67778  0.26533  -0.27982
C  -1.33712  -1.05364  -0.23017
O  -0.08547  -1.21783  0.21714
H  2.98536  -0.12732  -0.86690
H  -0.37773  2.04670  0.21690
H  -2.61313  0.67926  -0.62230
H  -1.85302  -1.96361  -0.49686

Values from the calculation:
Structure (SMILES) = C#Cc1ccco1
LUMO = 0.02 eV
Multiplicity = 1
Total charge = 0
Highest occupied orbital energy = -8.883 eV


According to the calculations, the structures order from most to least stable as three, two, one.


one | ORCA calculation (ωB97M-V/def2-TZVPD) on a cluster of 2 separate species, C6H4O in total.

Atoms and positions in Å:
C  2.95431  0.22284  0.46286
C  1.79262  -0.01099  0.08237
C  0.40706  -0.01638  0.03709
C  -0.49742  0.99529  0.20569
C  -1.74843  0.36040  0.01782
C  -1.48974  -0.95337  -0.25206
O  -0.16759  -1.21756  -0.23847
H  3.86935  -0.44456  -0.49006
H  -0.27653  2.03739  0.44065
H  -2.71223  0.84065  0.07412
H  -2.13141  -1.81370  -0.34001

Values from the calculation:
LUMO = -0.40 eV
Multiplicity = 1
Total charge = 0
Highest occupied orbital energy = -8.664 eV


two | ORCA calculation (ωB97M-V/def2-TZVPD) on an isolated molecule of C6H4O.

Atoms and positions in Å:
C  2.90019  0.37542  0.31120
C  1.73685  0.15165  0.52718
C  0.33083  -0.02797  0.45801
C  -0.61277  0.88487  0.09949
C  -1.72971  0.13373  -0.36739
C  -1.39225  -1.17272  -0.21142
O  -0.14816  -1.29384  0.30082
H  3.91002  0.57085  0.03120
H  -0.47504  1.95726  0.11204
H  -2.62373  0.52224  -0.82995
H  -1.89623  -2.10149  -0.43118

Values from the calculation:
Structure (SMILES) = C#Cc1ccco1
LUMO = 1.03 eV
Multiplicity = 1
Total charge = 0
Highest occupied orbital energy = -8.527 eV


three | ORCA calculation (ωB97M-V/def2-TZVPD) on an isolated molecule of C6H4O.

Atoms and positions in Å:
C  3.29200  -0.74853  0.54421
C  2.31347  -0.04817  0.60093
C  1.18712  0.87509  0.70089
O  1.31878  1.96746  1.21433
C  -0.08130  0.42250  0.15803
C  -1.16943  0.11710  -0.26714
C  -2.49403  -0.24141  -0.76685
H  4.17248  -1.35286  0.49937
H  -2.84924  0.50813  -1.48114
H  -3.20924  -0.28341  0.06077
H  -2.48063  -1.21591  -1.26340

Values from the calculation:
Structure (SMILES) = C#CC(=O)C#CC
LUMO = -0.27 eV
Multiplicity = 1
Total charge = 0
Highest occupied orbital energy = -10.205 eV


four | ORCA calculation (ωB97M-V/def2-TZVPD) on a structure of composition C6H4O.

Atoms and positions in Å:
C  -0.91685  2.33388  -2.31856
C  -0.81281  1.48671  -1.39387
C  -0.41892  0.58982  -0.44507
C  0.48576  -0.53599  -0.55782
C  0.45705  -1.21723  0.73965
C  -0.22401  -0.39484  1.54855
O  -0.68481  0.71516  0.89312
H  0.95655  0.67840  -0.57863
H  0.76538  -1.02828  -1.48493
H  0.83913  -2.20229  0.99112
H  -0.44648  -0.42533  2.60644

Values from the calculation:
LUMO = -0.12 eV
Multiplicity = 1
Total charge = 0
Highest occupied orbital energy = -9.011 eV


According to the calculations, the structures order from most to least stable as two, three, one, four.


one | ORCA calculation (ωB97M-V/def2-TZVPD) on an isolated molecule of C6H12O.

Atoms and positions in Å:
C  -0.62151  -0.83305  1.91427
C  -0.21019  -0.92904  0.48387
O  0.40948  -2.17564  0.35616
C  -0.72105  -0.49132  -0.84673
C  0.52375  0.15613  -1.52634
C  0.59779  1.55210  -0.91816
C  0.36638  1.31473  0.56099
H  -1.10792  -1.73319  2.31056
H  -1.19854  0.07411  2.06199
H  0.32275  -0.71451  2.46009
H  0.21613  -2.55517  -0.51981
H  -1.11723  -1.31410  -1.46540
H  -1.49707  0.26214  -0.70044
H  1.42478  -0.38341  -1.19672
H  0.49907  0.12944  -2.61957
H  -0.18819  2.17286  -1.37665
H  1.55728  2.04066  -1.13179
H  -0.47365  1.93706  0.93375
H  1.21796  1.49019  1.21992

Values from the calculation:
LUMO (spin up / spin down) = 0.84 / 0.84 eV
Multiplicity = 1
Total charge = 0
Highest occupied orbital energy (spin up / spin down) = -7.447 / -7.448 eV


two | ORCA calculation (ωB97M-V/def2-TZVPD) on a structure of composition C6H12O.

Atoms and positions in Å:
C  -0.66135  -1.50876  1.33535
C  0.10688  -0.54866  0.46451
C  0.30389  1.23761  1.25977
C  -0.47193  0.10324  -0.75974
C  0.20490  1.43680  -0.69282
C  -0.18955  -0.57869  -1.99644
O  1.04848  -0.91088  -2.44140
H  -0.49444  -2.56466  1.09019
H  -0.35058  -1.37079  2.38095
H  -1.73875  -1.31030  1.28038
H  1.15839  -0.83235  0.33299
H  0.82170  0.72110  2.09558
H  -0.72234  1.43427  1.58260
H  0.83025  2.21447  1.25379
H  -1.55586  0.21475  -0.64764
H  -0.30435  2.34360  -1.03578
H  1.25509  1.43047  -0.99997
H  -0.95246  -0.93671  -2.68087
H  1.71205  -0.57450  -1.82145

Values from the calculation:
LUMO (spin up / spin down) = 0.73 / 0.92 eV
Multiplicity = 1
Total charge = 0
Highest occupied orbital energy (spin up / spin down) = -6.560 / -6.408 eV


three | ORCA calculation (ωB97M-V/def2-TZVPD) on a structure of composition C6H12O.

Atoms and positions in Å:
C  2.45893  0.36919  0.06286
C  1.26180  0.07495  -0.75099
C  0.01208  -0.12712  0.02840
C  -1.20749  0.45057  -0.55675
C  -2.41881  0.42646  0.30290
C  -0.15871  -1.49322  0.47401
O  -0.68560  -1.93498  1.46152
H  3.35435  0.54844  -0.52927
H  2.24309  1.26086  0.64845
H  2.57455  -0.44464  0.77416
H  1.22203  0.88116  -1.48333
H  1.51127  -0.81209  -1.33809
H  -0.06158  0.54781  1.38267
H  -1.45678  -0.14593  -1.44018
H  -0.97020  1.45212  -0.92334
H  -3.26299  0.98254  -0.12507
H  -1.86295  0.90731  1.47679
H  -2.72133  -0.54211  0.70033
H  0.21113  -2.35300  -0.09195

Values from the calculation:
LUMO = 0.76 eV
Multiplicity = 1
Total charge = 0
Highest occupied orbital energy = -9.665 eV


According to the calculations, the structures order from most to least stable as three, one, two.